[1]
{
  "formula": "C9H15N2",
  "method": "ωB97M-V/def2-TZVPD",
  "orbital_gap_ev": 8.96,
  "smiles": "C=C1[NH+]=C(C)N=CCC1(C)C",
  "charge": 1,
  "de_lowest_kcal_mol": 54.6,
  "symbols": ["C", "C", "C", "C", "C", "C", "C", "C", "C", "N", "N", "H", "H", "H", "H", "H", "H", "H", "H", "H", "H", "H", "H", "H", "H", "H"],
  "coordinates": [[-0.5488, 0.2403, -1.9362], [0.1856, -0.6437, 0.7016], [-1.9618, -0.8212, -0.4977], [0.8503, -1.4185, 1.5322], [-0.1767, 1.2843, -0.9286], [0.8061, 0.5354, -0.0036], [-3.3557, -1.0405, -0.4221], [2.0728, -0.0118, -0.6836], [1.2903, 1.5764, 1.0404], [-1.3764, -0.6399, -1.6951], [-1.1795, -0.9230, 0.5300], [-0.2689, 0.4984, -2.9420], [0.5012, -2.4034, 2.0744], [1.9001, -1.3056, 1.4152], [0.4256, 2.1240, -1.3877], [-1.0779, 1.6777, -0.3826], [-3.8323, -0.5312, 0.4569], [-3.6536, -2.1012, -0.4885], [-3.9075, -0.5139, -1.2356], [2.1822, 0.3841, -1.7090], [2.0644, -1.1529, -0.7816], [3.0640, 0.1951, -0.2543], [0.6620, 2.4504, 0.9255], [2.3200, 1.6884, 0.7841], [1.1518, 0.9333, 1.9139], [-1.5171, -1.3596, 1.3150]],
  "nbo_charge": [0.2487, 0.1495, 0.5601, -0.3832, -0.4948, -0.0895, -0.7219, -0.6411, -0.5832, -0.4138, -0.4783, 0.2211, 0.2460, 0.2304, 0.2591, 0.2438, 0.2672, 0.2945, 0.2831, 0.2302, 0.2307, 0.2427, 0.2195, 0.2273, 0.2318, 0.4201]
}

=====

[2]
{
  "formula": "H2",
  "method": "ωB97M-V/def2-TZVPD",
  "orbital_gap_ev": 16.82,
  "smiles": "[H][H]",
  "charge": 0,
  "de_lowest_kcal_mol": 0.4,
  "symbols": ["H", "H"],
  "coordinates": [[0.0590, 0.0139, 0.3810], [-0.0590, -0.0139, -0.3810]],
  "lowdin_charge": [0.0000, 0.0000]
}

=====

[3]
{
  "formula": "C3H9NO",
  "method": "ωB97M-V/def2-TZVPD",
  "orbital_gap_ev": [2.34, 7.19],
  "charge": -1,
  "multiplicity": 2,
  "de_lowest_kcal_mol": 42.6,
  "symbols": ["C", "C", "H", "H", "H", "H", "N", "C", "O", "H", "H", "H", "H", "H"],
  "coordinates": [[1.3883, 1.2271, 0.9303], [0.8267, 1.6400, 2.1060], [1.1160, 1.7450, 0.0267], [1.9731, 0.3138, 0.9573], [0.1006, 2.4577, 2.1279], [1.1127, 1.4033, 3.1191], [-0.3302, -1.2967, -1.9272], [-0.7963, -1.2317, -0.5808], [-1.9578, -0.3567, -0.5003], [0.1816, -2.1095, -2.2192], [0.0703, -0.4793, -2.3845], [-1.2417, -2.2126, -0.3922], [-0.1071, -0.7761, 0.1300], [-2.3363, -0.3244, -1.3930]],
  "nbo_charge": [-0.7739, -0.7127, 0.1623, 0.1594, 0.1433, 0.1512, -0.9488, 0.0635, -0.7592, 0.3529, 0.3615, 0.1369, 0.2105, 0.4531]
}

=====

[4]
{
  "formula": "C12H16AuN4S3",
  "method": "ωB97M-V/def2-TZVPD",
  "orbital_gap_ev": [7.46, 6.64],
  "charge": 1,
  "multiplicity": 3,
  "symbols": ["Au", "C", "C", "N", "N", "C", "N", "S", "C", "C", "C", "C", "C", "N", "H", "H", "H", "H", "H", "H", "H", "H", "H", "H", "C", "C", "S", "C", "C", "S", "H", "H", "H", "H", "H", "H"],
  "coordinates": [[-0.5115, -0.0092, 0.5761], [4.0652, 0.0573, -1.5157], [2.6092, 0.0119, -1.1595], [2.1119, -0.0169, 0.0129], [2.9238, -0.0118, 1.1019], [2.3965, 0.0443, 2.3473], [3.2891, 0.0456, 3.3419], [0.7535, 0.1246, 2.7059], [1.6151, 0.0056, -2.2794], [2.0317, -0.0241, -3.6028], [1.0714, -0.0223, -4.6071], [-0.2629, 0.0098, -4.2546], [-0.5854, 0.0351, -2.9039], [0.3252, 0.0336, -1.9430], [4.7384, 0.1126, -0.6645], [4.2671, 0.9268, -2.1415], [4.3384, -0.8306, -2.0872], [3.9270, -0.0285, 0.9884], [4.2809, -0.0250, 3.1859], [2.9594, 0.0869, 4.2911], [3.0791, -0.0505, -3.8621], [1.3707, -0.0454, -5.6461], [-1.0439, 0.0144, -5.0015], [-1.6200, 0.0572, -2.5774], [-4.9184, -1.4886, -0.1321], [-3.6524, -0.6948, 0.0273], [-2.2274, -1.5804, 0.1658], [-3.6596, 0.7002, 0.0685], [-4.9245, 1.5030, -0.0440], [-2.2393, 1.5863, 0.2691], [-4.7106, -2.5563, -0.1301], [-5.4195, -1.2388, -1.0686], [-5.6088, -1.2744, 0.6855], [-5.7826, 0.8785, -0.2763], [-4.8302, 2.2616, -0.8215], [-5.1228, 2.0224, 0.8950]],
  "nbo_charge": [0.8269, -0.6883, 0.2581, -0.2525, -0.4243, 0.3149, -0.7556, -0.2126, 0.1421, -0.2242, -0.1448, -0.2333, 0.0729, -0.4624, 0.2109, 0.2562, 0.2553, 0.3842, 0.4040, 0.4335, 0.2274, 0.2351, 0.2372, 0.2049, -0.6629, -0.1711, 0.0711, -0.1714, -0.6656, 0.0818, 0.2434, 0.2386, 0.2424, 0.2332, 0.2455, 0.2493]
}

=====

[5]
{
  "formula": "C2H2F3NO2",
  "method": "ωB97M-V/def2-TZVPD",
  "orbital_gap_ev": 11.51,
  "smiles": "NOC(=O)C(F)(F)F",
  "charge": 0,
  "de_lowest_kcal_mol": 56.5,
  "symbols": ["C", "C", "N", "O", "O", "F", "F", "F", "H", "H"],
  "coordinates": [[0.4857, 1.8398, 0.5588], [1.7346, 3.0158, 0.7136], [0.4748, -0.5183, 0.7403], [-0.5454, 1.9614, -0.0117], [1.0659, 0.7690, 1.0406], [2.3820, 2.8264, -0.4564], [2.5967, 2.6350, 1.7212], [1.4830, 4.2862, 0.8610], [0.8440, -1.1511, 1.4715], [-0.5324, -0.5615, 0.9873]],
  "nbo_charge": [0.7209, 0.9038, -0.4940, -0.5411, -0.3610, -0.3229, -0.3305, -0.2868, 0.3577, 0.3540]
}

=====

[6]
{
  "formula": "C34H39N4O2P2RuS3",
  "method": "ωB97M-V/def2-TZVPD",
  "orbital_gap_ev": [7.66, 6.67],
  "charge": 0,
  "multiplicity": 2,
  "de_lowest_kcal_mol": 4.4,
  "symbols": ["Ru", "S", "P", "C", "P", "S", "C", "C", "C", "C", "C", "C", "C", "C", "C", "C", "C", "C", "C", "C", "C", "C", "C", "C", "C", "C", "C", "C", "C", "C", "H", "H", "H", "H", "H", "H", "H", "H", "H", "H", "H", "H", "H", "H", "H", "H", "H", "H", "H", "H", "C", "C", "N", "O", "C", "C", "N", "O", "H", "H", "H", "H", "H", "H", "H", "C", "C", "N", "C", "S", "N", "C", "C", "H", "H", "H", "H", "H", "H", "H", "H", "H", "H", "H", "H"],
  "coordinates": [[-1.0260, 0.3834, -0.6808], [-0.3328, 2.3812, -1.7848], [1.4898, 1.4914, -1.4351], [1.1891, 0.2643, -0.3351], [1.0449, 0.5019, 1.3273], [-0.9152, 0.9926, 1.6459], [2.1094, 1.7539, 2.1060], [1.5784, 2.8761, 2.7294], [2.4233, 3.8181, 3.3030], [3.7971, 3.6492, 3.2402], [4.3329, 2.5334, 2.6075], [3.4929, 1.5842, 2.0514], [1.4813, -0.9948, 2.2558], [2.0503, -2.0807, 1.6063], [2.3890, -3.2202, 2.3254], [2.1577, -3.2726, 3.6914], [1.5870, -2.1852, 4.3440], [1.2497, -1.0492, 3.6279], [2.7568, 2.7419, -1.0764], [4.0959, 2.4889, -1.3681], [5.0694, 3.4157, -1.0296], [4.7097, 4.5992, -0.3993], [3.3778, 4.8543, -0.1056], [2.4017, 3.9289, -0.4438], [2.0787, 0.7764, -2.9992], [2.0489, 1.5257, -4.1726], [2.4934, 0.9707, -5.3605], [2.9697, -0.3358, -5.3848], [3.0086, -1.0827, -4.2180], [2.5680, -0.5247, -3.0227], [0.5043, 3.0107, 2.7588], [2.0042, 4.6873, 3.7940], [4.4550, 4.3875, 3.6811], [5.4062, 2.4037, 2.5509], [3.9100, 0.7076, 1.5678], [2.2074, -2.0203, 0.5362], [2.8315, -4.0675, 1.8168], [2.4220, -4.1604, 4.2523], [1.4057, -2.2261, 5.4105], [0.7979, -0.2022, 4.1325], [4.3769, 1.5689, -1.8673], [6.1080, 3.2170, -1.2619], [5.4696, 5.3245, -0.1369], [3.0974, 5.7746, 0.3904], [1.3592, 4.1214, -0.2198], [1.6589, 2.5368, -4.1556], [2.4620, 1.5523, -6.2729], [3.3091, -0.7693, -6.3168], [3.3808, -2.0991, -4.2349], [2.5869, -1.0862, -2.0947], [-3.0703, -0.4551, -4.3823], [-2.6629, -0.0702, -2.9980], [-1.4742, -0.3051, -2.5503], [-0.6354, -0.9637, -3.4327], [-3.5732, 0.5536, -2.0700], [-5.0031, 0.8530, -2.3813], [-3.0484, 0.7868, -0.8831], [-3.7597, 1.2351, 0.0784], [-2.2357, -0.3318, -5.0685], [-3.9121, 0.1482, -4.7132], [-3.3674, -1.5060, -4.4079], [0.2264, -0.9372, -2.9919], [-5.4887, 0.0180, -2.8892], [-5.1036, 1.7366, -3.0172], [-5.5228, 1.0528, -1.4472], [-5.7836, -1.2977, 1.7881], [-4.3464, -1.3847, 2.2776], [-3.3941, -1.3861, 1.1734], [-2.4679, -2.2846, 0.8993], [-1.0927, -1.9451, -0.0619], [-2.5270, -3.5291, 1.4546], [-3.7362, -4.3555, 1.4812], [-3.8337, -5.1578, 2.7663], [-6.4665, -1.2087, 2.6335], [-6.0684, -2.1754, 1.2052], [-5.8967, -0.4191, 1.1525], [-4.1675, -2.2529, 2.9086], [-4.1165, -0.5017, 2.8784], [-3.3148, -0.4790, 0.7133], [-1.6880, -4.0544, 1.2554], [-3.7261, -5.0253, 0.6158], [-4.6032, -3.7132, 1.3619], [-2.9547, -5.7907, 2.8962], [-4.7129, -5.8024, 2.7478], [-3.9020, -4.4983, 3.6320]],
  "mulliken_spin": [0.8708, 0.0813, -0.0276, -0.0167, -0.0450, 0.0647, 0.0095, 0.0120, 0.0041, -0.0004, 0.0004, 0.0002, 0.0064, -0.0005, 0.0005, 0.0006, -0.0008, -0.0007, -0.0038, 0.0001, -0.0002, 0.0000, 0.0035, 0.0080, 0.0146, -0.0040, -0.0001, -0.0001, 0.0000, 0.0035, -0.0047, 0.0002, -0.0001, 0.0000, 0.0005, 0.0002, -0.0002, 0.0000, -0.0002, 0.0003, 0.0004, 0.0000, 0.0000, 0.0001, 0.0036, -0.0006, -0.0001, 0.0000, 0.0000, -0.0017, -0.0005, 0.0088, -0.0159, -0.0026, 0.0054, 0.0012, -0.0004, 0.0101, 0.0005, 0.0004, 0.0016, 0.0041, 0.0001, -0.0003, -0.0003, 0.0006, 0.0008, 0.0058, 0.0075, -0.0089, -0.0005, 0.0009, -0.0002, -0.0001, 0.0000, -0.0001, 0.0003, -0.0007, 0.0031, 0.0010, -0.0001, 0.0000, 0.0000, 0.0001, 0.0000]
}